Entry 1:
{"formula": "C5H9O3", "method": "ωB97M-V/def2-TZVPD", "spin_multiplicity": 1, "relative_energy_kj_mol": 62.16, "lumo_energy_ev": 3.9372, "largest_force_ha_per_bohr": 0.049, "charge": -1, "homo_lumo_gap_ev": 8.331, "homo_energy_ev": -4.394, "species": ["O", "C", "O", "C", "C", "C", "C", "H", "H", "H", "H", "H", "H", "H", "H", "H", "O"], "positions_angstrom": [[1.5628, -1.2599, 0.7187], [0.5155, -1.1577, 0.0794], [-0.6178, -1.6992, 0.2544], [0.5386, -0.4074, -1.3227], [-0.4783, 0.7325, -1.2890], [0.0348, 1.9443, -0.6005], [-0.5587, 2.5630, 0.4239], [0.2198, -1.1176, -2.0989], [1.5804, -0.1547, -1.5243], [-1.4551, 0.4158, -0.9016], [-0.7029, 1.0392, -2.3305], [1.0666, 2.2612, -0.7376], [-1.5172, 2.4453, 0.9021], [-0.0890, 3.5047, 0.7577], [0.7072, -3.1499, 2.7747], [-0.5602, -2.6621, 2.1066], [-0.2465, -3.2975, 2.7878]]}

=====

Entry 2:
{"formula": "C5H9O3Sn", "method": "ωB97M-V/def2-TZVPD", "spin_multiplicity": 1, "relative_energy_kj_mol": 0.00, "lumo_energy_ev": -4.8415, "largest_force_ha_per_bohr": 0.186, "charge": 1, "homo_lumo_gap_ev": 9.577, "homo_energy_ev": -14.419, "species": ["O", "C", "O", "C", "C", "H", "C", "H", "H", "H", "C", "H", "H", "H", "H", "H", "Sn", "O"], "positions_angstrom": [[0.3879, 1.4252, -0.1384], [0.0847, 0.2230, -0.0786], [-1.0557, -0.1260, -0.5853], [-2.0928, -0.7593, 0.2056], [1.0861, -0.8130, 0.4941], [0.5134, -1.5891, 1.0342], [1.8871, -1.4613, -0.6420], [1.4305, -2.3816, -1.0288], [1.9834, -0.7588, -1.4824], [2.8861, -1.7025, -0.2559], [-3.4076, -0.1231, -0.1632], [-1.8552, -0.6034, 1.2655], [-2.0950, -1.8336, -0.0077], [-3.5185, 0.8578, 0.3161], [-4.2200, -0.7743, 0.1849], [-3.4966, -0.0072, -1.2508], [1.9333, 1.6459, 0.9310], [1.8744, -0.1026, 1.3771]]}

=====

Entry 3:
{"formula": "C5H9O5", "method": "ωB97M-V/def2-TZVPD", "spin_multiplicity": 2, "relative_energy_kj_mol": 324.20, "s_squared": 0.7538, "lumo_energy_ev": [0.6394, -0.4446], "largest_force_ha_per_bohr": 0.069, "charge": 0, "homo_lumo_gap_ev": [8.941, 7.843], "homo_energy_ev": [-8.301, -8.288], "species": ["H", "O", "C", "C", "C", "C", "C", "O", "O", "O", "O", "H", "H", "H", "H", "H", "H", "H", "H"], "positions_angstrom": [[0.4313, 3.1114, -1.2172], [0.1607, 2.1745, -1.1312], [0.1616, 1.8167, 0.1443], [-0.3419, 0.5998, 0.5170], [-0.1825, 0.1331, 1.9209], [-0.8842, -0.3627, -0.4823], [0.2008, -1.2327, -1.1722], [0.8242, -2.3335, -0.5140], [2.0172, -1.7841, 0.1831], [-1.5827, 0.1823, -1.6352], [-2.4586, 1.0422, -1.1338], [0.5248, 2.5014, 0.9019], [-0.7614, -0.7705, 2.1101], [0.8569, -0.0893, 2.1809], [-0.5187, 0.8795, 2.6427], [-1.5663, -1.0320, 0.0499], [-0.2856, -1.6976, -2.0311], [0.8914, -0.5136, -1.6186], [2.5131, -2.6247, 0.2849]]}

=====

Entry 4:
{"formula": "C5H9O5", "method": "ωB97M-V/def2-TZVPD", "spin_multiplicity": 2, "relative_energy_kj_mol": 209.13, "s_squared": 0.7542, "lumo_energy_ev": [0.4259, -1.8557], "largest_force_ha_per_bohr": 0.070, "charge": 0, "homo_lumo_gap_ev": [10.203, 7.914], "homo_energy_ev": [-9.777, -9.770], "species": ["H", "C", "O", "C", "C", "C", "C", "O", "O", "O", "O", "H", "H", "H", "H", "H", "H", "H", "H"], "positions_angstrom": [[1.5273, 1.2492, 0.7085], [0.7264, 0.8501, 1.6542], [0.2979, 1.2584, 2.7220], [0.6333, -0.5589, 1.0867], [-0.0422, -0.2656, -0.2526], [-1.3447, -1.0086, -0.1801], [-0.4046, 1.1699, -0.7467], [-1.2997, 0.9977, -1.8207], [0.7159, -0.6095, -1.4147], [1.8236, -1.3264, -1.1913], [2.0291, -0.8810, 1.1473], [0.1135, -1.3068, 1.7452], [-1.9565, -0.5806, 0.6272], [-1.8952, -0.8926, -1.1057], [-1.2270, -2.0695, 0.0210], [-0.8923, 1.7130, 0.0901], [0.5100, 1.6753, -1.0869], [-1.5382, 1.8593, -2.2022], [2.2236, -1.2732, 0.1985]]}

=====

What did the fourth record say?
{"formula": "C5H9O5", "method": "ωB97M-V/def2-TZVPD", "spin_multiplicity": 2, "relative_energy_kj_mol": 209.13, "s_squared": 0.7542, "lumo_energy_ev": [0.4259, -1.8557], "largest_force_ha_per_bohr": 0.070, "charge": 0, "homo_lumo_gap_ev": [10.203, 7.914], "homo_energy_ev": [-9.777, -9.770], "species": ["H", "C", "O", "C", "C", "C", "C", "O", "O", "O", "O", "H", "H", "H", "H", "H", "H", "H", "H"], "positions_angstrom": [[1.5273, 1.2492, 0.7085], [0.7264, 0.8501, 1.6542], [0.2979, 1.2584, 2.7220], [0.6333, -0.5589, 1.0867], [-0.0422, -0.2656, -0.2526], [-1.3447, -1.0086, -0.1801], [-0.4046, 1.1699, -0.7467], [-1.2997, 0.9977, -1.8207], [0.7159, -0.6095, -1.4147], [1.8236, -1.3264, -1.1913], [2.0291, -0.8810, 1.1473], [0.1135, -1.3068, 1.7452], [-1.9565, -0.5806, 0.6272], [-1.8952, -0.8926, -1.1057], [-1.2270, -2.0695, 0.0210], [-0.8923, 1.7130, 0.0901], [0.5100, 1.6753, -1.0869], [-1.5382, 1.8593, -2.2022], [2.2236, -1.2732, 0.1985]]}